Here is a molecular structure, CdH12O6 from OMol25. Energies are from the ωB97M-V functional and the def2-TZVPD basis.

Last column: natural (NBO) charge in e.
Positions of all 19 atoms, in Å:
Cd (5.206, 5.135, 5.153)  1.172
O (3.692, 2.680, 8.650)  -0.017
H (2.506, 5.982, 6.055)  0.252
H (5.924, 4.596, 7.214)  -0.137
O (5.708, 7.749, 1.821)  0.016
H (7.506, 3.305, 2.979)  0.402
H (6.804, 5.766, 3.475)  0.076
O (2.184, 3.059, 3.180)  -0.298
H (4.374, 4.262, 3.117)  -0.190
H (4.525, 3.208, 7.064)  0.354
O (7.884, 6.051, 6.693)  -0.046
H (3.431, 6.705, 5.443)  -0.064
H (2.364, 7.050, 4.830)  0.372
O (7.240, 1.817, 3.399)  -0.326
H (7.029, 5.353, 4.004)  -0.043
H (3.538, 2.317, 4.544)  0.309
O (2.662, 8.089, 7.326)  -0.002
H (4.706, 5.222, 2.024)  0.300
H (3.851, 6.516, 2.979)  -0.132

Cartesian forces, eV/Å:
Cd 0.9 -1.2 0.7
O 1.4 0.8 -2.8
H 1.5 1.5 -1.0
H -1.1 -0.1 -1.5
O -0.1 0.0 0.0
H -0.7 -5.5 1.3
H -0.6 1.2 -1.4
O 3.5 -0.6 2.6
H -0.2 0.8 -1.1
H -0.6 -0.1 2.9
O -0.6 -0.3 -0.1
H -3.8 -0.3 0.1
H 2.2 -0.7 0.4
O 0.5 5.6 -1.2
H 1.0 -1.0 1.4
H -2.4 1.0 -2.5
O 0.1 -0.4 -0.3
H -1.3 -0.3 2.6
H 0.3 -0.4 -0.1

Calculated values
- E_HOMO (eV) = -15.91
- orbital gap (eV) = 2.5
- energy relative to the best compared isomer or geometry (same formula, charge and spin) (eV) = 71.5978
- net charge = +2